Formula: C3H15N2O3
Source: the Open Molecules 2025 dataset
Level of theory: ωB97M-V/def2-TZVPD

Summary:
Charge = +1
HOMO energy = -14.01 eV
E = -458.31084 a.u.

Each line ends with the natural charge from an NBO analysis.
Positions of all 23 atoms, in Å:
C (0.504, -1.803, 1.743)  -0.647
C (1.587, -0.921, 1.072)  -0.228
N (0.996, -0.181, -0.044)  -0.531
C (1.089, 1.128, -0.117)  0.431
N (0.607, 1.752, -1.194)  -0.748
H (0.411, -2.850, 1.441)  0.233
H (0.704, -1.935, 2.824)  0.245
H (-0.469, -1.319, 1.674)  0.207
H (2.208, -0.344, 1.726)  0.231
H (2.342, -1.617, 0.582)  0.215
H (0.417, -0.757, -0.635)  0.440
H (1.645, 1.720, 0.628)  0.245
H (-0.147, 1.211, -1.683)  0.433
H (0.500, 2.751, -1.257)  0.427
H (-2.780, -1.062, 0.341)  0.492
H (-1.861, -1.217, -0.917)  0.483
O (-2.271, -0.586, -0.324)  -0.968
H (-0.129, -0.782, -3.236)  0.503
H (-1.486, -0.620, -2.844)  0.501
O (-0.612, -0.564, -2.419)  -0.977
H (-1.170, 1.672, 2.364)  0.496
H (-1.230, 0.705, 1.127)  0.493
O (-0.765, 1.469, 1.513)  -0.976